1) Formula: C4H6EuO
Source: the OMol25 dataset
Level of theory: ωB97M-V/def2-TZVPD

## Properties
Total charge: +2
Expectation value of S²: 15.759
E_LUMO (alpha / beta) (eV): -10.12 / -9.88
E_HOMO (alpha / beta) (Eh): -0.5924 / -0.5925
Multiplicity: 8

CARTESIAN COORDINATES (ANGSTROEM)
1 C -2.44372 1.02765 0.47437
2 C -2.87930 -0.37908 0.64323
3 C -2.34936 -1.48972 0.07024
4 C -1.56198 -1.45765 -1.13087
5 O -0.32619 -1.37304 -1.10210
6 Eu 1.73238 -1.51108 -2.69231
7 H -2.69462 1.59422 1.38439
8 H -3.01722 1.48133 -0.34798
9 H -3.56837 -0.54850 1.47606
10 H -1.35145 1.09750 0.29154
11 H -2.63506 -2.47849 0.43494
12 H -2.06648 -1.56729 -2.10547


2) Formula: C4H6EuO
Source: the OMol25 dataset
Level of theory: ωB97M-V/def2-TZVPD

## Properties
Total charge: +2
Expectation value of S²: 15.759
E_LUMO (alpha / beta) (eV): -10.11 / -9.87
E_HOMO (alpha / beta) (Eh): -0.5767 / -0.5768
Multiplicity: 8

CARTESIAN COORDINATES (ANGSTROEM)
1 C -2.74335 0.11910 0.60440
2 C -1.73143 -0.77632 0.44794
3 C -0.84568 -0.77703 -0.74707
4 C -1.30228 0.12900 -1.82730
5 O -0.52459 0.78476 -2.51255
6 Eu -0.40088 2.36135 -4.64842
7 H -2.55340 1.18717 0.46352
8 H -3.52082 -0.10368 1.33888
9 H -1.80395 -1.73604 0.96587
10 H 0.21527 -0.61726 -0.51765
11 H -1.17048 -1.62762 -1.51183
12 H -2.40346 0.54384 -1.53312


The winner here is 1), beating the second structure by 31.5 kcal/mol.


1) Formula: C36H76N4O4
Source: the OMol25 dataset
Level of theory: ωB97M-V/def2-TZVPD

## Properties
E_LUMO (eV): 0.48
E_HOMO (Eh): -0.3073

CARTESIAN COORDINATES (ANGSTROEM)
1 C 1.01673 -3.34773 2.66287
2 C 0.17734 -2.71604 1.49848
3 C 0.51568 -3.66431 0.28055
4 C -1.34209 -2.73950 1.89827
5 C -2.29352 -1.88759 1.01294
6 C -1.73585 -0.44565 0.90023
7 C -0.15223 -0.33688 0.53015
8 C -0.19061 -0.76855 -0.94998
9 C 0.43354 1.15061 0.67166
10 N 0.67847 -1.28904 1.30357
11 O 2.02734 -1.29949 0.95043
12 H 0.81897 -2.90850 3.64065
13 H 0.74606 -4.40341 2.68251
14 H 2.09993 -3.44509 2.59007
15 H -0.31064 -3.99547 -0.34845
16 H 1.30652 -3.34096 -0.39629
17 H 0.88721 -4.61363 0.66637
18 H -1.84263 -3.70763 1.88101
19 H -1.35405 -2.48488 2.95805
20 H -2.56563 -2.49337 0.14861
21 H -3.27553 -1.86254 1.48531
22 H -1.89471 0.13712 1.80756
23 H -2.15195 0.04219 0.01878
24 H 0.83432 -1.00223 -1.23807
25 H -0.58244 -0.01348 -1.63148
26 H -0.69485 -1.73175 -1.02798
27 H 0.34044 1.77624 -0.21604
28 H 1.50214 0.94342 0.72894
29 H 0.01643 1.64916 1.54662
30 H 2.40987 -0.98769 1.77387
31 C -7.54366 1.85554 -3.70650
32 C -6.42279 1.48745 -4.73337
33 C -6.85758 0.20671 -5.56188
34 C -6.38731 2.76789 -5.73523
35 C -5.13297 2.84725 -6.52639
36 C -3.90008 2.81551 -5.65793
37 C -3.79830 1.56261 -4.70237
38 C -3.60815 0.30629 -5.62438
39 C -2.71259 1.82871 -3.76911
40 N -5.12640 1.47034 -3.98887
41 O -5.15929 0.30911 -3.13030
42 H -7.70956 0.97427 -3.08687
43 H -7.17752 2.73630 -3.17897
44 H -8.41778 2.13775 -4.29333
45 H -6.98623 -0.64581 -4.89498
46 H -7.78001 0.43633 -6.09526
47 H -6.13667 -0.12608 -6.30864
48 H -7.24932 2.70161 -6.39904
49 H -6.45207 3.57095 -5.00106
50 H -5.28668 1.95441 -7.13245
51 H -5.21552 3.82014 -7.01091
52 H -3.76795 3.74666 -5.10693
53 H -2.97562 2.66647 -6.21583
54 H -3.58548 -0.64564 -5.09390
55 H -2.58325 0.31266 -5.99539
56 H -4.05496 0.18376 -6.61101
57 H -1.68470 1.62624 -4.07001
58 H -2.71787 1.18392 -2.89029
59 H -2.68904 2.79557 -3.26639
60 H -4.91063 0.53015 -2.22979
61 C 3.05682 -1.10563 -4.32005
62 C 4.05656 -0.36853 -3.44691
63 C 3.86259 1.14421 -3.93541
64 C 3.67341 -0.46342 -1.96889
65 C 4.75666 0.05850 -1.04004
66 C 6.15479 -0.62862 -1.35087
67 C 6.58853 -0.66097 -2.82420
68 C 7.22231 0.71869 -3.08970
69 C 7.54037 -1.82215 -2.96058
70 N 5.38375 -1.02114 -3.66388
71 O 5.64741 -1.15339 -5.04388
72 H 2.02221 -0.85604 -4.08474
73 H 3.21395 -1.01044 -5.39445
74 H 3.10480 -2.16408 -4.06412
75 H 4.59707 1.93144 -3.76537
76 H 3.78942 1.33573 -5.00595
77 H 2.98718 1.65585 -3.53544
78 H 2.78172 0.16200 -1.92591
79 H 3.53169 -1.51649 -1.72586
80 H 4.79750 1.13531 -1.20410
81 H 4.51164 -0.12434 0.00621
82 H 6.40555 -1.56356 -0.84977
83 H 6.67739 0.18324 -0.84502
84 H 6.38358 1.37022 -2.84449
85 H 7.35332 0.73480 -4.17167
86 H 8.08772 1.02826 -2.50374
87 H 7.20603 -2.71019 -2.42419
88 H 8.44990 -1.58647 -2.40804
89 H 7.91639 -1.99780 -3.96848
90 H 5.66462 -2.10591 -5.16228
91 C 1.59974 0.83530 8.52976
92 C 0.36035 -0.10918 8.17641
93 C 0.47964 -1.26815 9.17944
94 C -0.80280 0.82925 8.56185
95 C -1.19806 1.97410 7.65467
96 C -1.28354 1.51303 6.13452
97 C -0.20886 0.53138 5.74539
98 C -0.77548 -0.26437 4.52747
99 C 0.97996 1.35415 5.20278
100 N 0.12890 -0.48510 6.80039
101 O 1.24859 -1.29808 6.31267
102 H 1.48445 1.74882 7.94642
103 H 1.70616 1.04000 9.59507
104 H 2.46858 0.25127 8.22627
105 H 0.74047 -0.94083 10.18589
106 H -0.47906 -1.76105 9.34079
107 H 1.27006 -1.91591 8.80030
108 H -1.74282 0.32343 8.78232
109 H -0.58763 1.35343 9.49300
110 H -2.15195 2.31609 8.05623
111 H -0.47156 2.78190 7.74275
112 H -1.29041 2.37281 5.46457
113 H -2.26743 1.07068 5.97833
114 H -0.93785 0.35779 3.64733
115 H -1.71171 -0.79503 4.70064
116 H -0.07364 -0.99124 4.11861
117 H 1.94039 0.84361 5.27372
118 H 0.99846 2.29482 5.75313
119 H 0.92123 1.63654 4.15163
120 H 0.83637 -1.82888 5.62716


2) Formula: C36H76N4O4
Source: the OMol25 dataset
Level of theory: ωB97M-V/def2-TZVPD

## Properties
E_LUMO (eV): 0.59
E_HOMO (Eh): -0.2907

CARTESIAN COORDINATES (ANGSTROEM)
1 C 2.51431 -1.71239 6.77693
2 C 3.44270 -1.35587 5.68056
3 C 4.89627 -1.19708 6.24874
4 C 3.54366 -2.55120 4.80306
5 C 4.17703 -2.21736 3.44198
6 C 3.63839 -1.08610 2.61987
7 C 3.54861 0.17622 3.65915
8 C 4.88002 0.89405 3.85759
9 C 2.66642 1.14511 2.88967
10 N 2.89294 -0.18826 4.92240
11 O 2.68265 0.86639 5.82191
12 H 2.88023 -1.23482 7.68585
13 H 1.47402 -1.44590 6.59017
14 H 2.45305 -2.74577 7.11821
15 H 5.32977 -2.02304 6.81264
16 H 5.74866 -1.05721 5.58394
17 H 4.82557 -0.26352 6.80692
18 H 4.18932 -3.41564 4.95785
19 H 2.53586 -2.90935 4.59292
20 H 5.26066 -2.12319 3.51252
21 H 4.05844 -3.11126 2.82962
22 H 2.65778 -1.36874 2.23696
23 H 4.27266 -0.89177 1.75497
24 H 5.71455 0.25115 4.13749
25 H 4.83945 1.76236 4.51523
26 H 5.15260 1.32644 2.89487
27 H 2.21666 1.97282 3.43804
28 H 1.83256 0.55252 2.51335
29 H 3.19544 1.58663 2.04510
30 H 1.75793 1.10745 5.73035
31 C -1.95663 -6.60466 1.82367
32 C -1.77328 -5.16072 2.40430
33 C -0.86026 -4.26952 1.36145
34 C -3.17398 -4.44967 2.37175
35 C -3.30388 -3.09551 2.99709
36 C -2.73981 -3.10428 4.40074
37 C -1.16260 -3.59550 4.43242
38 C -0.31047 -2.50791 3.84235
39 C -0.86856 -3.76705 5.87835
40 N -1.23794 -4.95005 3.76691
41 O -0.14872 -5.74210 4.13786
42 H -2.31587 -6.57158 0.79510
43 H -1.02208 -7.14802 1.96320
44 H -2.70523 -7.05124 2.47809
45 H -0.97365 -4.68369 0.35960
46 H -1.02517 -3.20129 1.22075
47 H 0.19577 -4.45929 1.55350
48 H -3.57790 -4.36470 1.36293
49 H -3.99965 -5.00930 2.81129
50 H -2.93834 -2.32599 2.31714
51 H -4.33816 -2.85665 3.24473
52 H -3.37487 -3.79714 4.95277
53 H -2.82573 -2.15980 4.93803
54 H -0.75214 -2.17745 2.90223
55 H 0.64328 -2.93574 3.53344
56 H 0.00811 -1.71596 4.52017
57 H -0.97371 -2.81040 6.39009
58 H 0.18497 -3.98994 6.04717
59 H -1.39417 -4.64334 6.25775
60 H -0.63199 -6.55390 4.30828
61 C -0.82587 3.59633 -0.48159
62 C -0.29796 2.20144 -0.80156
63 C 0.99882 2.33086 -1.62616
64 C 0.00700 1.46967 0.57484
65 C -1.28754 1.08436 1.23878
66 C -2.06951 0.06213 0.26004
67 C -2.43183 0.72389 -1.08088
68 C -2.83617 -0.54898 -1.94331
69 C -3.81137 1.50794 -0.88536
70 N -1.22463 1.40892 -1.66407
71 O -1.34406 1.77237 -2.93867
72 H -1.76068 3.72085 0.06497
73 H -0.09755 4.28862 -0.05924
74 H -1.08160 4.12068 -1.40233
75 H 1.80701 2.35545 -0.89518
76 H 1.24756 1.51468 -2.30445
77 H 1.13359 3.26024 -2.17951
78 H 0.78947 0.72916 0.40901
79 H 0.51862 2.12307 1.28154
80 H -1.03898 0.72184 2.23623
81 H -1.80934 2.00706 1.49263
82 H -2.95174 -0.13062 0.87046
83 H -1.39083 -0.78776 0.33199
84 H -2.70444 -0.46594 -3.02213
85 H -3.86641 -0.86637 -1.78218
86 H -2.28604 -1.47984 -1.80559
87 H -3.67722 2.36765 -0.22885
88 H -4.70037 1.02972 -0.47416
89 H -4.13258 1.96521 -1.82121
90 H -0.73196 1.29208 -3.50102
91 C -1.34550 5.64585 -7.37801
92 C -1.74275 4.22954 -6.96189
93 C -3.01347 4.18220 -6.07945
94 C -1.97871 3.41363 -8.34250
95 C -0.75134 2.85492 -9.12484
96 C 0.02111 1.95011 -8.22547
97 C 0.48495 2.78780 -6.88714
98 C 0.80212 1.69206 -5.80191
99 C 1.75553 3.66330 -7.12033
100 N -0.65875 3.47250 -6.30556
101 O -0.28704 4.22049 -5.09187
102 H -2.06568 6.06297 -8.08190
103 H -1.44859 6.15186 -6.41810
104 H -0.35666 5.70382 -7.83290
105 H -2.71213 4.45670 -5.06854
106 H -3.73034 4.89762 -6.48240
107 H -3.46924 3.19575 -5.99409
108 H -2.67608 2.63078 -8.04428
109 H -2.48462 4.00771 -9.10356
110 H -1.09265 2.21353 -9.93738
111 H -0.11633 3.67297 -9.46493
112 H 0.87779 1.61610 -8.81082
113 H -0.46803 1.00093 -8.00660
114 H -0.10386 1.19479 -5.45548
115 H 1.43256 2.27543 -5.13083
116 H 1.34969 0.94495 -6.37644
117 H 1.99745 4.48697 -6.44865
118 H 1.64063 4.26763 -8.02015
119 H 2.61530 3.03725 -7.35896
120 H -0.54440 3.65501 -4.36003


The winner here is 1), beating the second structure by 26.5 kcal/mol.


1) Formula: C20H30ClN3O3
Source: the OMol25 dataset
Level of theory: ωB97M-V/def2-TZVPD

## Properties
E_LUMO (eV): 0.48
E_HOMO (Eh): -0.3486

CARTESIAN COORDINATES (ANGSTROEM)
1 C 1.86808 5.37750 -0.65414
2 C 1.57734 3.89840 -0.41108
3 C 0.15739 3.61233 0.08006
4 C -0.14071 4.33702 1.39137
5 C -0.09521 2.10544 0.20008
6 C -1.51901 1.76437 0.64018
7 C -1.82699 0.30313 0.37701
8 O -2.30713 -0.04303 -0.69766
9 N -1.43502 -0.56040 1.32930
10 C -1.52253 -2.01800 1.25868
11 C -2.97407 -2.46158 1.27450
12 O -3.57637 -2.06013 2.49992
13 C -0.75871 -2.55247 0.04515
14 C 0.71985 -2.46953 0.44057
15 C 0.75793 -2.64685 1.97566
16 C 1.45823 -3.92816 2.41580
17 C -0.71489 -2.59066 2.43110
18 N 0.17594 1.38392 -1.02204
19 C 1.26155 0.60689 -1.21722
20 O 2.24202 0.62564 -0.49028
21 C 1.18796 -0.32559 -2.38780
22 C 2.35843 -0.70750 -3.03276
23 N 2.39021 -1.54907 -4.06387
24 C 1.23485 -2.06136 -4.48125
25 C 0.01731 -1.75713 -3.89114
26 Cl -1.43933 -2.48147 -4.46860
27 C -0.01105 -0.87342 -2.82814
28 H 2.84208 5.49785 -1.12820
29 H 1.12129 5.82547 -1.31387
30 H 1.88851 5.95142 0.27293
31 H 1.74840 3.36440 -1.34837
32 H 2.30209 3.48785 0.29797
33 H -0.53500 3.99923 -0.68101
34 H 0.51384 3.98583 2.19397
35 H 0.00620 5.41105 1.28920
36 H -1.17419 4.19958 1.71202
37 H 0.58571 1.71226 0.96125
38 H -1.66333 1.99894 1.69640
39 H -2.24874 2.34786 0.07448
40 H -1.17429 -0.18260 2.22618
41 H -3.50205 -2.01163 0.42913
42 H -3.03020 -3.55004 1.15946
43 H -4.52780 -2.05411 2.38150
44 H -1.04458 -3.59304 -0.13077
45 H -0.97521 -2.00578 -0.87193
46 H 1.31274 -3.21785 -0.08630
47 H 1.12902 -1.49479 0.16579
48 H 1.29670 -1.80417 2.41498
49 H 0.97181 -4.80890 1.98868
50 H 2.50058 -3.93240 2.09415
51 H 1.44630 -4.03311 3.50292
52 H -0.83501 -1.99628 3.34033
53 H -1.08487 -3.59036 2.67017
54 H -0.59625 1.28789 -1.66374
55 H 3.31343 -0.32035 -2.70327
56 H 1.28297 -2.74956 -5.31599
57 H -0.95621 -0.65294 -2.34151


2) Formula: C20H30ClN3O3
Source: the OMol25 dataset
Level of theory: ωB97M-V/def2-TZVPD

## Properties
E_LUMO (eV): 0.37
E_HOMO (Eh): -0.3515

CARTESIAN COORDINATES (ANGSTROEM)
1 C -2.51560 -2.26661 -4.59032
2 C -2.05902 -1.75536 -3.22880
3 C -0.55745 -1.91423 -2.97931
4 C -0.14917 -3.38507 -2.94162
5 C -0.14938 -1.19962 -1.68244
6 C 1.35268 -1.34559 -1.38072
7 C 1.79234 -0.35102 -0.32313
8 O 2.23190 0.75041 -0.63682
9 N 1.62549 -0.74902 0.95449
10 C 1.93846 0.05040 2.14956
11 C 3.42704 0.37535 2.20011
12 O 4.23204 -0.79535 2.21051
13 C 1.05550 1.30094 2.22247
14 C -0.33017 0.76188 2.59127
15 C -0.07481 -0.51212 3.43687
16 C -0.56141 -0.38333 4.87475
17 C 1.44961 -0.74307 3.36233
18 N -0.47463 0.21963 -1.71210
19 C -1.48015 0.74187 -0.96757
20 O -2.33983 0.05913 -0.43597
21 C -1.47722 2.23529 -0.82073
22 C -2.68868 2.87266 -0.57508
23 N -2.80214 4.18354 -0.39418
24 C -1.69355 4.91454 -0.43166
25 C -0.44183 4.36096 -0.65387
26 Cl 0.96029 5.37811 -0.65576
27 C -0.31833 2.99972 -0.85816
28 H -3.56495 -2.02420 -4.75930
29 H -1.93633 -1.80738 -5.39512
30 H -2.41442 -3.34826 -4.68253
31 H -2.31984 -0.69950 -3.14257
32 H -2.60572 -2.26587 -2.42980
33 H -0.02006 -1.42126 -3.80144
34 H -0.60803 -3.88624 -2.08392
35 H -0.47679 -3.90361 -3.84106
36 H 0.93090 -3.51480 -2.87482
37 H -0.73309 -1.62047 -0.85849
38 H 1.56896 -2.36861 -1.07281
39 H 1.93341 -1.12978 -2.27986
40 H 1.30506 -1.69113 1.10625
41 H 3.69176 1.03134 1.36937
42 H 3.62531 0.90478 3.13391
43 H 4.43235 -1.03385 1.30159
44 H 1.44739 1.93662 3.02214
45 H 1.07833 1.87978 1.30175
46 H -0.92357 1.49701 3.13707
47 H -0.89311 0.51035 1.69232
48 H -0.59665 -1.35597 2.97746
49 H -0.09887 0.48300 5.35537
50 H -1.64358 -0.25158 4.91505
51 H -0.30644 -1.26731 5.46300
52 H 1.73530 -1.79578 3.31458
53 H 1.93191 -0.32895 4.25177
54 H 0.23630 0.84427 -2.05836
55 H -3.59537 2.28286 -0.52385
56 H -1.79460 5.98182 -0.27329
57 H 0.66245 2.55871 -0.99855


The winner here is 2), beating the second structure by 2.7 kcal/mol.